C52H41As2N3O8S6Sn | ωB97M-V with the def2-TZVPD basis set

Properties
Highest occupied orbital energy (eV): -1.3
Energy above the lowest of the compared OMol25 structures with the same formula, charge and spin (kJ/mol): 0.00
Total energy (Ha): -9847.4934
Total charge: -2
Strongest force on any atom (eV Å⁻¹): 1.718

Element x y z (Å)
Sn (0.227, -0.093, 0.058)
C (-0.362, 3.222, 3.579)
C (-1.554, 2.987, 4.244)
C (-2.297, 1.868, 3.910)
C (-1.836, 1.018, 2.905)
N (-0.696, 1.270, 2.253)
C (0.021, 2.328, 2.589)
C (-2.549, -0.220, 2.511)
C (-3.515, -0.819, 3.317)
C (-4.098, -2.004, 2.897)
C (-3.714, -2.547, 1.684)
C (-2.738, -1.889, 0.948)
N (-2.171, -0.766, 1.354)
H (0.253, 4.081, 3.809)
H (-1.894, 3.664, 5.018)
H (-3.229, 1.661, 4.416)
H (0.957, 2.442, 2.060)
H (-3.787, -0.393, 4.274)
H (-4.832, -2.501, 3.518)
H (-4.153, -3.462, 1.313)
H (-2.399, -2.280, -0.004)
O (5.140, -2.194, 5.172)
C (4.307, -1.838, 4.362)
S (4.526, -0.502, 3.241)
C (2.968, -0.598, 2.411)
C (2.130, -1.566, 2.844)
S (0.545, -1.915, 2.252)
S (2.724, -2.576, 4.166)
S (2.687, 0.566, 1.168)
O (-3.478, -1.412, -2.121)
As (-1.909, -1.446, -2.884)
O (-1.926, -2.742, -3.875)
O (-0.696, -1.505, -1.768)
C (-1.707, 0.137, -4.021)
C (-1.182, -0.098, -5.287)
C (-0.935, 0.952, -6.159)
C (-1.217, 2.258, -5.776)
C (-1.755, 2.504, -4.522)
C (-1.987, 1.448, -3.653)
S (-2.588, 1.819, -2.017)
O (-3.907, 1.226, -1.866)
O (-2.650, 3.274, -1.932)
O (-1.576, 1.213, -1.129)
H (-3.704, -0.495, -1.861)
H (-0.989, -1.131, -5.557)
H (-0.523, 0.753, -7.141)
H (-1.022, 3.079, -6.456)
H (-2.014, 3.500, -4.192)
O (1.142, 2.424, -1.061)
S (0.112, 3.471, -0.944)
C (0.805, 4.672, 0.247)
C (2.098, 4.532, 0.720)
C (2.582, 5.435, 1.655)
C (1.760, 6.449, 2.129)
C (0.450, 6.559, 1.677)
C (-0.031, 5.667, 0.731)
C (0.587, 4.631, -2.281)
C (-0.261, 5.638, -2.719)
C (0.115, 6.417, -3.803)
C (1.344, 6.218, -4.418)
C (2.200, 5.228, -3.955)
C (1.809, 4.425, -2.896)
H (2.691, 3.697, 0.365)
H (3.598, 5.342, 2.015)
H (2.133, 7.149, 2.868)
H (-0.192, 7.340, 2.065)
H (-1.054, 5.715, 0.380)
H (-1.221, 5.770, -2.241)
H (-0.552, 7.181, -4.182)
H (1.635, 6.819, -5.270)
H (3.163, 5.078, -4.427)
H (2.429, 3.613, -2.537)
C (2.454, 1.806, -4.978)
C (2.373, 0.308, -4.677)
C (2.116, 0.071, -3.268)
N (1.970, -0.112, -2.146)
H (2.741, 1.967, -6.018)
H (3.186, 2.286, -4.329)
H (1.488, 2.275, -4.807)
H (3.311, -0.187, -4.937)
H (1.569, -0.153, -5.251)
C (4.737, -4.871, 2.137)
C (3.497, -5.475, 2.004)
C (2.560, -4.961, 1.119)
C (2.855, -3.838, 0.355)
C (4.101, -3.232, 0.505)
C (5.040, -3.747, 1.384)
As (1.542, -2.867, -0.753)
C (0.233, -4.250, -1.076)
C (-0.737, -4.713, -0.201)
C (-1.661, -5.656, -0.627)
C (-1.633, -6.116, -1.937)
C (-0.680, -5.643, -2.822)
C (0.264, -4.715, -2.399)
C (1.361, -4.177, -3.212)
C (1.584, -4.432, -4.562)
C (2.694, -3.896, -5.194)
C (3.598, -3.114, -4.485)
C (3.366, -2.832, -3.146)
C (2.251, -3.352, -2.507)
H (5.455, -5.254, 2.853)
H (3.250, -6.336, 2.614)
H (1.582, -5.420, 1.037)
H (4.308, -2.321, -0.049)
H (5.997, -3.255, 1.508)
H (-0.769, -4.323, 0.812)
H (-2.410, -6.032, 0.061)
H (-2.366, -6.840, -2.272)
H (-0.677, -5.998, -3.845)
H (0.884, -5.032, -5.129)
H (2.857, -4.082, -6.250)
H (4.475, -2.717, -4.985)
H (4.048, -2.195, -2.595)

Forces on atoms 1 to 6 (eV/Å):
0.1 -0.6 0.3
-0.1 0.0 0.1
0.1 0.0 -0.1
-0.1 -0.2 -0.1
0.2 0.3 0.1
-0.3 -0.1 0.1